Arrangement P

Here is C7H7N in the gas phase from the OMol25 dataset. Energies are from the ωB97M-V functional and the def2-TZVPD basis.

Geometry (Å):
C 1.31 2.23 -0.60
C 1.30 1.04 -0.57
C 1.01 -0.38 -0.28
C -0.37 -0.68 -0.67
N -0.80 -1.93 -1.27
C -0.05 -0.63 0.84
C -0.74 0.47 1.57
C -1.39 1.43 2.02
H 1.36 3.27 -0.72
H 1.87 -0.97 -0.36
H -0.86 0.26 -1.11
H -0.11 -2.13 -2.02
H -0.61 -2.67 -0.56
H 0.07 -1.55 1.33
H -1.99 2.26 2.40

Values from the calculation:
Charge = 0
HOMO level = -9.328 eV
LUMO energy = 0.991 eV
SMILES string = C#C[C@@H]1[C@@H](N)[C@@H]1C#C

***

Arrangement Q

Here is 2 unconnected molecules or ions with the total composition C7H7N from the OMol25 dataset. Energies are from the ωB97M-V functional and the def2-TZVPD basis.

Geometry (Å):
C 2.74 -0.07 0.13
C 2.04 1.17 0.03
C 0.58 1.19 -0.24
N -0.12 0.07 -0.22
C 0.56 -1.10 -0.24
C 1.96 -1.22 -0.04
H 3.75 -0.17 0.41
H 2.55 2.13 0.11
H 0.19 2.30 -0.25
H -0.03 -2.02 -0.22
H 2.47 -2.17 0.15
C -4.77 -0.09 0.01
C -3.55 0.13 0.03
H -5.91 -0.14 0.24
H -2.46 -0.03 0.11

Values from the calculation:
Charge = 0
HOMO level = -9.635 eV
LUMO energy = 0.765 eV
SMILES string = c1ccncc1.C#C

***

Verdict on stability: arrangement Q comes out on top.